No. 1
H13LiO7 | wB97M-V/def2-TZVPD

Cartesian coordinates (Å):
Li (9.347, 20.215, 33.616)
O (11.102, 19.911, 32.788)
H (11.490, 20.617, 33.375)
O (9.564, 18.890, 30.778)
H (9.520, 17.862, 31.143)
H (10.150, 19.371, 31.584)
O (9.301, 21.725, 35.029)
H (10.181, 21.974, 34.995)
H (8.707, 22.466, 35.010)
O (8.031, 21.027, 31.913)
H (7.033, 21.076, 31.609)
H (8.599, 20.638, 31.225)
O (8.259, 18.706, 34.583)
H (7.717, 18.178, 34.061)
H (8.052, 18.599, 35.405)
O (11.477, 22.194, 31.342)
H (12.415, 22.364, 31.514)
H (11.195, 21.316, 31.770)
O (11.717, 17.721, 34.185)
H (11.271, 18.544, 33.948)
H (10.955, 17.039, 34.279)

Properties
Gap between HOMO and LUMO in eV: 9.3
HOMO energy in eV: -9.71
E_tot in a.u.: -542.01766
Energy above the lowest of the compared OMol25 structures with the same formula, charge and spin in eV: 0.909
Spin multiplicity: 1

These are the Mulliken partial charges, in e, on atoms 1 to 6: atom 1 (Li): 0.981, atom 2 (O): -1.140, atom 3 (H): 0.180, atom 4 (O): -0.729, atom 5 (H): 0.308, atom 6 (H): 0.281



No. 2
C3H2N2O3 | wB97M-V/def2-TZVPD

Cartesian coordinates (Å):
O (2.068, -1.265, 0.391)
C (0.950, -0.884, 0.355)
C (-0.215, -1.012, 1.364)
N (-1.188, -0.237, 1.035)
N (-1.463, 0.554, 0.005)
C (-0.550, 0.505, -0.907)
O (-0.535, 1.739, -1.645)
O (0.669, -0.225, -0.863)
H (0.053, -1.336, 2.404)
H (0.211, 2.160, -2.138)

Properties
Gap between HOMO and LUMO in eV: 8.9
HOMO energy in eV: -9.69
E_tot in a.u.: -450.64093
SMILES string: O=c1cnnc(O)o1
Energy above the lowest of the compared OMol25 structures with the same formula, charge and spin in eV: 4.418
Spin multiplicity: 1

These are the Mulliken partial charges, in e, on atoms 1 to 6: atom 1 (O): -0.483, atom 2 (C): 0.592, atom 3 (C): -0.093, atom 4 (N): -0.213, atom 5 (N): -0.330, atom 6 (C): 0.583